20
Properties=species:S:1:pos:R:3:nbo_charge:R:1 method="wB97M-V/def2-TZVPD" charge=-1 e_lumo_ev=3.76 smiles="CNC(C)(C)[P@](=O)([O-])O" e_above_lowest_kcal_mol=8.4 orbital_gap_ev=7.82 energy_ev=-21250.0203
C -0.995 1.971 0.003 -0.449
N -1.134 0.641 -0.670 -0.657
C -0.343 -0.438 0.078 -0.097
C -0.295 -1.651 -0.730 -0.653
C -0.911 -0.573 1.419 -0.657
P 1.856 0.139 0.220 2.243
O 2.509 -1.140 0.512 -1.190
O 2.292 1.412 0.877 -1.159
O 2.234 0.454 -1.351 -1.022
H -0.085 1.938 0.636 0.222
H -0.795 2.734 -0.734 0.193
H -1.839 2.350 0.706 0.170
H -0.557 0.693 -1.463 0.346
H 0.444 -2.513 -0.404 0.243
H 0.049 -1.268 -1.744 0.190
H -1.159 -2.259 -0.727 0.193
H -0.897 0.377 1.879 0.223
H -1.959 -1.059 1.425 0.173
H -0.478 -1.489 1.930 0.222
H 2.064 -0.321 -1.861 0.466

***

8
Properties=species:S:1:pos:R:3:nbo_charge:R:1 method="wB97M-V/def2-TZVPD" charge=0 e_lumo_ev="-0.45 / -1.46" e_above_lowest_kcal_mol=77.2 orbital_gap_ev="8.22 / 6.17" energy_ev=-25279.2223
C -1.136 -1.414 0.343 -0.051
C 0.586 0.708 -0.439 -0.637
N -2.262 -0.879 0.269 -0.533
S 0.508 -0.932 -0.508 0.352
S -2.931 0.489 -0.160 0.240
H -1.054 -2.185 1.091 0.205
H 0.125 1.391 0.200 0.213
H 1.083 1.378 -1.034 0.212

***

44
Properties=species:S:1:pos:R:3:nbo_charge:R:1 method="wB97M-V/def2-TZVPD" charge=+1 e_lumo_ev=-3.58 e_above_lowest_kcal_mol=0.0 orbital_gap_ev=7.01 energy_ev=-135273.1667
Lu 1.876 0.019 -0.441 2.109
O -1.678 -1.318 3.641 -0.667
C -0.927 -0.310 4.137 0.362
C -1.309 0.218 5.369 -0.276
C -0.561 1.219 5.949 -0.146
C 0.583 1.726 5.323 -0.261
C 0.948 1.215 4.101 -0.150
C 0.205 0.201 3.480 -0.198
C 0.628 -0.273 2.161 0.583
O 1.590 0.406 1.539 -0.897
N 0.046 -1.307 1.630 -0.449
N 0.544 -1.547 0.311 -0.507
C 0.303 -2.699 -0.193 0.221
C 0.667 -3.128 -1.544 -0.246
C 0.123 -4.346 -1.964 -0.119
C 0.314 -4.795 -3.256 -0.250
C 1.054 -4.003 -4.133 -0.135
C 1.615 -2.798 -3.731 -0.298
C 1.446 -2.371 -2.428 0.439
O 2.002 -1.225 -1.982 -0.932
H -1.206 -1.674 2.860 0.506
H -2.186 -0.189 5.855 0.235
H -0.863 1.613 6.912 0.222
H 1.167 2.506 5.791 0.223
H 1.821 1.599 3.591 0.223
H -0.253 -3.402 0.426 0.208
H -0.464 -4.924 -1.258 0.220
H -0.110 -5.737 -3.572 0.232
H 1.200 -4.339 -5.152 0.227
H 2.206 -2.194 -4.406 0.231
C -2.888 3.018 -2.407 -0.641
C -1.405 2.918 -2.142 -0.014
C -0.531 3.952 -2.453 -0.108
C 0.833 3.854 -2.201 -0.250
C 1.239 2.675 -1.630 0.162
Br 3.069 2.413 -1.221 0.177
N 0.449 1.669 -1.320 -0.577
C -0.864 1.780 -1.572 0.081
H -3.129 3.976 -2.864 0.235
H -3.461 2.933 -1.484 0.245
H -3.220 2.230 -3.083 0.243
H -0.919 4.859 -2.901 0.244
H 1.522 4.650 -2.435 0.261
H -1.478 0.931 -1.300 0.228

***

60
Properties=species:S:1:pos:R:3:nbo_charge:R:1 method="wB97M-V/def2-TZVPD" charge=+1 e_lumo_ev=-4.15 e_above_lowest_kcal_mol=0.0 orbital_gap_ev=5.84 energy_ev=-73138.9824
Al 0.026 -0.036 0.888 1.943
Cl -3.574 -5.744 0.886 0.045
C -3.127 -4.083 0.814 -0.065
C -1.777 -3.752 0.827 -0.251
C -1.407 -2.419 0.766 0.196
N -0.108 -1.905 0.724 -0.829
C 1.036 -2.608 0.662 0.623
O 1.238 -3.803 0.768 -0.585
C 2.175 -1.655 0.347 0.170
C 3.450 -2.146 0.133 -0.201
C 4.445 -1.274 -0.274 -0.104
C 4.124 0.063 -0.475 -0.241
C 2.836 0.483 -0.226 0.080
N 1.873 -0.349 0.197 -0.597
C -2.391 -1.409 0.676 0.102
C -3.734 -1.749 0.666 -0.231
C -4.099 -3.087 0.744 -0.067
Cl -5.772 -3.492 0.759 0.045
N -1.845 -0.117 0.601 -0.810
C -2.544 1.025 0.469 0.630
O -3.744 1.210 0.388 -0.589
C -1.592 2.203 0.477 0.156
C -2.092 3.495 0.479 -0.200
C -1.214 4.558 0.596 -0.112
C 0.145 4.289 0.723 -0.240
C 0.569 2.978 0.703 0.069
N -0.275 1.945 0.563 -0.581
H -1.030 -4.528 0.880 0.263
H 3.616 -3.205 0.272 0.271
H 5.451 -1.630 -0.452 0.243
H 4.862 0.769 -0.827 0.246
H 2.549 1.511 -0.400 0.205
H -4.489 -0.982 0.597 0.266
H -3.162 3.621 0.396 0.271
H -1.577 5.576 0.604 0.243
H 0.866 5.086 0.835 0.245
H 1.618 2.741 0.811 0.203
C 0.722 -0.597 9.128 -0.652
C 0.434 -0.321 7.689 0.138
C -0.667 0.452 7.314 -0.254
C -0.951 0.718 5.994 0.115
C -2.173 1.529 5.659 -0.658
C -0.084 0.193 4.986 -0.193
C -0.355 0.544 3.656 0.464
O 0.288 0.176 2.641 -0.751
C 1.023 -0.635 5.357 0.123
C 1.924 -1.273 4.344 -0.644
C 1.251 -0.864 6.694 -0.251
H 0.181 0.078 9.786 0.232
H 1.790 -0.519 9.331 0.239
H 0.422 -1.620 9.368 0.250
H -1.317 0.849 8.084 0.226
H -2.741 1.739 6.561 0.241
H -2.828 0.995 4.969 0.236
H -1.911 2.487 5.205 0.229
H -1.214 1.198 3.479 0.170
H 1.352 -1.902 3.659 0.242
H 2.670 -1.890 4.839 0.230
H 2.436 -0.524 3.738 0.229
H 2.087 -1.487 6.988 0.225